[1]
90
Properties=species:S:1:pos:R:3 method="wB97M-V/def2-TZVPD" spin_multiplicity=1 e_tot_ha=-2637.41572 charge=+3 de_lowest_kcal_mol=0.0 gap_ha="0.22317 / 0.19586" lumo_energy_ha="-0.367 / -0.397"
Tl 1.627 1.676 -1.841
P 1.763 3.157 0.893
P -1.410 1.938 -0.802
P 2.374 -1.322 -0.838
H -1.949 -0.154 -4.757
C -1.488 -1.135 -4.717
C -1.825 -2.020 -3.742
H -2.670 -1.847 -3.070
C 2.286 4.704 -0.046
C 0.641 3.765 2.069
C 3.219 2.653 1.742
C -2.559 0.837 -1.707
C -2.537 2.295 0.600
C -1.816 3.449 -1.773
C 1.599 -2.563 -1.965
C 2.797 -2.424 0.570
C 4.026 -1.216 -1.633
H -0.558 -1.252 -5.262
H -1.267 -2.949 -3.602
H 2.663 5.259 0.793
H 1.395 5.114 -0.560
H 3.047 4.417 -0.790
H 1.193 4.546 2.607
H 0.416 2.946 2.756
H -0.268 4.185 1.642
H 3.666 3.580 2.126
H 3.966 2.074 1.190
H 2.849 2.069 2.595
H -3.442 1.428 -1.979
H -2.859 0.025 -1.034
H -2.103 0.411 -2.607
H -3.420 2.816 0.210
H -2.037 2.931 1.337
H -2.849 1.358 1.074
H -2.904 3.602 -1.774
H -1.462 3.321 -2.801
H -1.326 4.311 -1.309
H 2.325 -3.012 -2.655
H 0.818 -2.066 -2.552
H 1.135 -3.365 -1.378
H 3.619 -3.116 0.335
H 1.918 -3.003 0.888
H 3.108 -1.790 1.409
H 4.622 -2.109 -1.410
H 4.552 -0.314 -1.293
H 3.887 -1.135 -2.716
C 3.684 2.318 -3.149
C 3.726 3.718 -3.290
C 4.626 4.083 -4.356
C 4.986 3.108 -5.324
C 4.492 1.797 -5.269
C 3.665 1.411 -4.268
O 3.861 1.761 -2.038
H 1.443 2.892 -0.467
H 3.577 4.400 -2.497
H 5.103 5.100 -4.383
H 5.722 3.398 -6.130
H 4.811 1.067 -5.977
H 3.443 0.401 -4.005
C -2.558 0.285 3.919
C -2.147 -1.195 3.926
C -3.030 -2.006 4.870
P -1.997 -1.798 2.158
C -0.707 -3.144 2.180
C -0.673 -4.013 3.436
C -0.754 -3.981 0.893
C -3.605 -2.614 1.656
C -3.952 -3.931 2.347
C -4.774 -1.618 1.700
H -3.583 0.424 3.545
H -1.878 0.887 3.303
H -2.520 0.679 4.944
H -1.108 -1.257 4.292
H -4.093 -1.949 4.600
H -2.729 -3.057 4.948
H -2.933 -1.575 5.878
H 0.217 -2.538 2.165
H -1.588 -4.608 3.557
H 0.164 -4.720 3.349
H -0.509 -3.420 4.344
H -0.737 -3.343 -0.001
H 0.121 -4.645 0.853
H -1.653 -4.610 0.847
H -3.408 -2.842 0.592
H -4.112 -3.804 3.424
H -4.897 -4.298 1.920
H -3.205 -4.715 2.186
H -4.554 -0.706 1.127
H -5.656 -2.087 1.243
H -5.043 -1.332 2.726

***

[2]
55
Properties=species:S:1:pos:R:3 method="wB97M-V/def2-TZVPD" spin_multiplicity=1 smiles="CCCOc1ccc(N2C(=O)C[C@@H](N3CCN(C(=O)c4ccco4)CC3)C2=O)cc1" e_tot_ha=-1393.81478 de_lowest_kcal_mol=62.3 gap_ha=0.32952 lumo_energy_ha=0.022
C -8.691 0.751 0.234
C -7.909 0.018 -0.849
C -7.356 -1.312 -0.332
O -6.434 -1.148 0.727
C -5.171 -0.725 0.471
C -4.377 -0.495 1.598
C -3.069 -0.086 1.471
C -2.529 0.113 0.205
N -1.180 0.542 0.066
C -0.627 1.557 0.831
O -1.225 2.230 1.626
C 0.842 1.644 0.486
C 0.999 0.797 -0.793
N 2.137 -0.056 -0.965
C 3.388 0.547 -1.353
C 4.277 0.915 -0.150
N 4.506 -0.270 0.643
C 5.651 -0.990 0.754
O 5.657 -2.097 1.276
C 6.933 -0.436 0.280
C 8.100 -1.150 0.162
C 9.088 -0.238 -0.262
C 8.462 0.967 -0.365
O 7.164 0.861 -0.043
C 3.272 -0.865 1.116
C 2.333 -1.171 -0.064
C -0.303 -0.009 -0.852
O -0.545 -0.936 -1.573
C -3.306 -0.109 -0.920
C -4.618 -0.529 -0.792
H -9.036 1.715 -0.131
H -9.555 0.167 0.542
H -8.059 0.915 1.104
H -8.554 -0.188 -1.705
H -7.084 0.648 -1.187
H -6.910 -1.894 -1.147
H -8.167 -1.901 0.107
H -4.814 -0.653 2.571
H -2.469 0.089 2.349
H 1.401 1.218 1.319
H 1.146 2.684 0.372
H 0.972 1.462 -1.667
H 3.195 1.434 -1.959
H 3.931 -0.182 -1.967
H 5.214 1.336 -0.500
H 3.773 1.660 0.476
H 8.211 -2.195 0.360
H 10.119 -0.446 -0.459
H 8.816 1.940 -0.646
H 3.527 -1.791 1.633
H 2.808 -0.178 1.831
H 1.367 -1.514 0.307
H 2.779 -1.984 -0.649
H -2.887 0.037 -1.903
H -5.192 -0.699 -1.688